a:
Formula: C28H35N7
Source: OMol25
Level of theory: ωB97M-V/def2-TZVPD

XYZ file:
```
70
Properties=species:S:1:pos:R:3:nbo_charge:R:1
N 17.480 1.001 -17.060 -0.515
C 16.185 -0.726 -20.662 -0.074
C 10.377 3.121 -17.552 -0.296
C 15.642 -2.770 -20.030 -0.094
H 12.899 -8.405 -17.971 0.221
N 11.726 1.842 -16.334 -0.511
C 15.372 -6.737 -19.337 -0.083
H 6.035 -5.240 -13.456 0.213
H 6.548 -3.726 -19.720 0.207
N 12.419 -1.676 -17.564 -0.515
H 16.210 -6.346 -19.894 0.212
H 10.239 -5.382 -13.487 0.211
H 13.440 -3.907 -15.441 0.219
H 16.296 -1.131 -22.791 0.222
C 15.996 2.014 -18.327 -0.303
H 10.355 -4.073 -18.113 0.219
C 9.803 -4.037 -20.322 -0.301
C 14.535 -7.816 -19.334 -0.306
H 8.218 -3.879 -21.902 0.218
C 13.630 -7.670 -18.259 -0.293
C 15.294 1.117 -17.500 -0.318
N 15.029 -5.968 -18.248 -0.509
H 14.225 1.006 -17.549 0.229
C 17.319 1.918 -18.090 -0.073
C 9.677 -3.995 -18.947 -0.078
H 15.365 -3.567 -19.360 0.192
H 10.598 4.854 -16.114 0.219
H 9.719 3.508 -18.309 0.225
H 15.517 2.578 -19.114 0.229
C 12.848 -3.237 -16.043 -0.313
H 13.658 -5.971 -16.707 0.212
C 8.504 -3.905 -20.861 -0.308
H 10.484 -1.078 -16.908 0.220
H 16.236 -0.247 -15.937 0.215
H 12.134 1.013 -15.937 0.417
C 13.960 -6.513 -17.588 -0.077
C 11.536 -2.752 -15.842 -0.312
C 16.247 0.484 -16.732 -0.085
H 8.182 -5.325 -12.115 0.411
H 18.365 0.594 -16.824 0.413
C 10.738 3.811 -16.351 -0.304
H 14.224 -2.666 -17.764 0.201
C 11.617 3.023 -15.645 -0.080
H 12.426 -1.087 -18.376 0.420
H 16.420 0.314 -20.510 0.217
H 7.906 -3.842 -17.768 0.412
H 10.703 -4.107 -20.909 0.223
H 15.559 -5.154 -18.005 0.401
C 13.332 -2.598 -17.164 -0.068
C 10.985 1.888 -17.462 -0.078
N 15.968 -1.529 -19.581 -0.519
C 7.025 -5.220 -13.878 -0.070
C 9.254 -5.353 -13.922 -0.081
C 7.413 -5.197 -15.197 -0.321
C 8.830 -5.271 -15.227 -0.307
H 12.152 3.193 -14.727 0.212
H 6.707 -5.226 -16.013 0.219
N 8.339 -3.903 -18.671 -0.510
C 15.638 -2.787 -21.403 -0.291
C 11.333 -1.711 -16.707 -0.088
H 9.521 -5.352 -16.051 0.228
N 8.146 -5.344 -13.117 -0.501
H 18.199 2.358 -18.528 0.217
H 15.409 -3.607 -22.061 0.225
H 10.784 -3.086 -15.143 0.234
H 11.095 1.021 -18.098 0.196
C 7.616 -3.797 -19.839 -0.085
H 14.542 -8.672 -19.988 0.222
C 16.011 -1.482 -21.814 -0.311
H 15.952 -1.247 -18.615 0.424
```

The orbital gap comes out at 8.50 eV. As for the SMILES: c1cc[nH]c1.c1cc[nH]c1.c1cc[nH]c1.c1cc[nH]c1.c1cc[nH]c1.c1cc[nH]c1.c1cc[nH]c1.

---

b:
Formula: C28H35N7
Source: OMol25
Level of theory: ωB97M-V/def2-TZVPD

XYZ file:
```
70
Properties=species:S:1:pos:R:3:nbo_charge:R:1
C 7.041 15.594 7.254 -0.060
C 12.834 7.649 7.435 -0.316
H 9.750 6.566 6.598 0.207
H 5.659 15.548 5.629 0.227
C 7.685 16.509 5.341 -0.314
H 11.102 13.897 3.880 0.223
H 7.246 4.682 9.568 0.216
H 8.667 16.278 8.350 0.437
H 8.434 14.527 11.342 0.218
N 14.495 12.351 6.950 -0.508
C 6.862 5.516 7.678 -0.084
C 8.967 6.115 7.191 -0.060
N 14.641 7.178 8.643 -0.520
C 13.850 6.980 6.572 -0.308
C 8.714 16.662 6.241 -0.112
C 10.424 13.296 4.522 -0.082
H 10.691 13.341 7.560 0.448
H 16.828 12.957 4.776 0.215
H 13.739 6.912 5.562 0.214
H 13.905 15.214 9.486 0.232
N 8.304 16.064 7.421 -0.523
N 11.443 13.434 8.241 -0.516
H 11.445 17.373 10.152 0.222
N 7.684 6.118 6.723 -0.519
H 11.869 8.018 7.125 0.219
C 8.490 16.795 11.368 -0.338
H 9.962 5.407 8.992 0.232
C 11.683 12.746 9.399 -0.103
C 14.460 11.229 6.167 -0.084
H 15.599 14.231 6.850 0.210
N 10.164 15.588 10.675 -0.518
C 7.651 5.182 8.733 -0.296
H 15.238 7.170 9.425 0.409
N 9.465 13.676 5.402 -0.528
C 13.081 14.508 9.319 -0.337
C 15.440 13.190 6.478 -0.074
H 10.751 14.780 10.489 0.437
C 10.785 11.999 4.780 -0.304
H 9.508 18.751 11.191 0.224
C 10.536 16.943 10.512 -0.112
H 13.134 13.142 11.104 0.238
H 8.340 12.701 6.892 0.220
H 12.993 8.170 9.584 0.208
C 12.254 14.540 8.239 -0.078
C 15.447 11.312 5.288 -0.298
H 13.903 10.364 6.364 0.216
H 6.461 15.243 8.126 0.219
H 7.470 16.974 11.695 0.220
C 9.501 17.679 11.005 -0.291
H 7.479 6.210 5.765 0.406
H 5.797 5.374 7.549 0.212
C 9.165 12.658 6.246 -0.117
C 13.379 7.708 8.673 -0.063
H 11.667 11.539 4.334 0.231
H 9.050 14.627 5.369 0.444
H 7.741 16.870 4.347 0.225
C 6.623 15.824 5.971 -0.309
C 9.022 5.523 8.428 -0.314
H 13.941 12.531 7.783 0.426
H 9.803 10.577 6.202 0.219
C 9.948 11.572 5.898 -0.308
H 11.252 11.828 9.684 0.223
H 9.623 17.272 6.112 0.229
C 14.959 6.827 7.361 -0.059
H 12.275 15.222 7.356 0.223
H 15.653 10.603 4.519 0.213
H 15.992 6.455 7.068 0.218
C 12.710 13.397 10.091 -0.339
C 16.063 12.553 5.451 -0.321
C 8.925 15.514 11.157 -0.070
```

The orbital gap comes out at 8.65 eV. As for the SMILES: c1cc[nH]c1.c1cc[nH]c1.c1cc[nH]c1.c1cc[nH]c1.c1cc[nH]c1.c1cc[nH]c1.c1cc[nH]c1.

---

It is a that is the most stable of them.

---

a:
Formula: C38H36FN6O5S5Zr
Source: OMol25
Level of theory: ωB97M-V/def2-TZVPD

XYZ file:
```
92
Properties=species:S:1:pos:R:3:lowdin_charge:R:1
H 0.316 -6.604 2.239 0.068
H -3.556 3.114 3.035 0.087
C -0.930 6.302 -3.735 -0.086
H -2.091 -6.245 2.154 0.093
H 0.507 4.714 -3.539 0.130
H 6.786 -1.789 0.727 0.124
C -2.164 -1.005 -0.990 -0.651
C -0.103 -6.185 1.325 -0.467
H 1.506 0.976 -0.702 0.125
H -1.558 -4.503 4.786 0.090
C 3.895 -1.204 -0.953 -0.083
H 1.779 -5.743 3.688 0.072
N -0.996 4.585 -2.026 -0.091
H -3.382 5.348 -3.048 0.142
H -1.410 4.782 0.528 0.118
C -0.721 3.981 0.306 0.081
S -1.558 -0.652 0.584 0.747
C -1.878 -2.226 -1.610 -0.622
H -0.313 6.865 -4.431 0.138
O -0.733 -0.365 4.915 0.090
C 6.117 -1.428 -0.043 0.012
S 1.131 -5.032 0.647 0.807
H -3.733 4.870 2.977 0.085
C -0.750 1.996 3.347 0.055
C 0.430 -3.738 4.612 -0.476
H 3.413 -5.089 3.614 0.089
C 2.424 -5.041 3.160 -0.458
H 0.100 -2.768 4.975 0.059
C 3.940 -2.397 1.052 -0.414
C 5.711 -0.251 -2.127 -0.061
C -2.356 -2.460 -2.900 -0.038
C -0.355 3.803 -1.007 -0.165
N -0.843 3.088 2.570 -0.014
C 0.513 2.752 -1.337 -0.182
H -0.468 -5.586 3.941 0.066
H 7.640 -0.504 -1.238 0.109
N 2.616 -2.353 0.633 -0.030
C -3.280 -0.231 -2.988 -0.190
F 0.851 2.595 -2.638 0.074
H -0.225 -7.006 0.619 0.090
O 1.287 -0.176 1.383 -0.144
C -2.803 4.657 -3.659 -0.094
C -0.373 -0.407 3.755 -0.567
H -1.260 5.130 2.662 0.121
H 0.868 -4.278 5.454 0.095
C 6.582 -0.710 -1.142 -0.055
H -1.410 4.887 -5.181 0.186
S -0.817 -3.386 -0.838 0.598
C 0.938 1.850 -0.414 0.108
H -3.468 4.079 -4.298 0.099
O 4.361 -2.941 2.047 0.068
H -3.059 0.926 -1.206 0.103
O -0.234 -1.493 3.062 -0.373
C -3.437 -1.704 -4.958 -0.178
C 4.341 -0.491 -2.046 0.004
C -1.464 -5.554 1.590 -0.526
C -0.118 0.846 2.978 -0.059
H 3.380 -4.888 1.235 0.056
H -1.270 2.029 4.297 0.159
N -1.920 5.502 -4.542 0.064
H -1.608 4.224 4.114 0.127
C -0.325 3.050 1.283 -0.107
H 2.758 -6.485 1.598 0.095
C -1.922 3.768 -2.811 -0.153
H -2.137 -3.399 -3.389 0.122
O 1.443 -1.351 -0.995 -0.040
H -1.970 -5.326 0.655 0.037
C -2.871 -0.029 -1.680 -0.066
C 0.628 0.816 1.779 -0.353
H -2.489 6.121 -5.120 0.184
C 4.761 -1.663 0.026 -0.075
C 2.542 -1.626 -0.514 -0.466
C -3.840 0.886 -3.689 -0.156
C 2.550 -5.418 1.692 -0.489
C -0.107 5.352 -2.886 -0.147
C -3.040 -1.471 -3.601 -0.186
N -3.756 -1.886 -6.047 0.172
H 3.658 -0.145 -2.811 0.120
C 0.490 1.976 0.909 -0.055
H -1.513 6.983 -3.118 0.140
H -3.251 3.975 1.529 0.067
H -2.563 3.199 -2.139 0.129
Zr 0.380 -2.252 1.158 1.240
S 1.762 -3.375 3.446 0.924
H -1.399 3.043 -3.452 0.136
S -1.411 -3.978 2.463 0.864
N -4.270 1.839 -4.169 0.172
H 0.572 5.942 -2.271 0.146
C -0.742 -4.539 4.065 -0.444
C -1.690 4.199 3.029 -0.176
H 6.110 0.297 -2.970 0.107
C -3.143 4.029 2.612 -0.055
```

The total charge is +1. The orbital gap comes out at 6.66 eV.

---

b:
Formula: C38H36FN6O5S5Zr
Source: OMol25
Level of theory: ωB97M-V/def2-TZVPD

XYZ file:
```
92
Properties=species:S:1:pos:R:3:lowdin_charge:R:1
N 6.202 -3.463 -4.279 0.058
S 0.312 2.870 1.546 0.614
N -2.580 3.411 1.097 -0.056
O -2.858 5.436 2.202 0.105
H -0.549 -5.361 -4.549 0.083
C 0.692 -2.345 -1.959 -0.110
O -3.989 -1.825 -0.209 0.096
C -3.664 5.121 -0.067 -0.076
H -5.053 0.784 4.765 0.065
C -2.949 -1.289 0.099 -0.558
H -3.360 0.117 5.859 0.063
N 4.276 -2.404 -2.965 -0.069
H -1.239 -5.057 -2.164 0.124
C -3.266 2.861 5.027 -0.466
H -4.454 -1.277 2.573 0.063
C -2.956 2.963 -0.115 -0.453
C -2.387 -0.209 5.494 -0.486
C -4.238 6.306 -0.468 0.013
C 1.919 -2.745 -2.507 0.053
H -1.313 1.293 6.604 0.091
C 3.020 -1.894 -2.533 -0.122
H 7.220 -2.606 -2.667 0.140
C 2.865 2.230 0.833 -0.057
C 1.688 1.792 1.449 -0.665
C -4.351 -0.902 3.590 -0.484
O -2.791 -0.487 1.113 -0.319
N -0.416 -3.183 -1.919 -0.023
C -1.676 -1.579 -0.646 -0.010
H 2.921 3.248 0.474 0.121
C 3.830 0.028 1.042 -0.201
H -2.387 -3.443 -1.320 0.154
H -1.511 -3.895 -4.343 0.087
C -1.361 0.909 5.584 -0.532
H -3.916 3.948 3.302 0.039
C 2.810 -0.568 -2.117 -0.187
H -4.246 7.170 0.183 0.125
F 3.774 0.358 -2.260 0.070
H 1.544 0.833 -1.149 0.145
C -4.207 4.025 -2.154 0.012
H -4.769 -1.642 4.274 0.092
C -3.650 4.009 -0.893 -0.081
H 5.348 -3.404 -1.436 0.097
H 5.521 -3.165 -4.979 0.182
C -1.544 -2.764 -1.304 0.058
H 5.657 -0.947 -2.167 0.106
H -3.642 2.137 5.746 0.063
H -2.064 -1.034 6.131 0.087
C 4.737 -3.633 -2.316 -0.142
H -6.131 0.294 3.466 0.088
H 4.877 -5.062 -3.964 0.134
C 0.586 -1.067 -1.403 -0.032
H 3.891 -4.224 -1.980 0.124
C 1.645 -0.174 -1.532 0.100
C -4.804 6.339 -1.741 -0.051
H 7.302 -1.656 -4.159 0.141
C 2.699 -0.393 1.725 -0.058
S -2.560 -0.815 3.802 0.838
S 0.211 -0.108 2.770 0.604
C -4.790 5.220 -2.570 -0.057
C 6.650 -2.249 -3.523 -0.072
C 1.630 0.470 1.947 -0.656
C 5.522 -4.437 -3.351 -0.072
C 5.405 -1.466 -3.096 -0.136
H -5.265 7.252 -2.095 0.109
O -2.682 1.783 -0.419 -0.036
N 5.996 2.133 -0.725 0.173
C -0.563 -4.371 -4.094 -0.058
C -0.412 -4.489 -2.584 -0.182
C -2.993 4.740 1.227 -0.411
O -0.533 0.405 -0.007 -0.196
C 4.823 -0.930 0.648 -0.150
H -5.238 3.308 4.270 0.096
H 6.980 -3.908 -4.762 0.184
Zr -1.736 1.299 1.638 1.322
H -4.195 3.150 -2.789 0.123
H 2.033 -3.732 -2.927 0.107
H -3.141 3.808 5.552 0.090
H 0.501 -5.018 -2.309 0.116
H -5.241 5.282 -3.551 0.108
S -4.393 1.742 2.691 0.897
H 6.294 -5.053 -2.893 0.139
C 3.928 1.365 0.620 -0.204
H 0.238 -3.776 -4.533 0.070
S -1.624 2.309 4.473 0.833
C 5.085 1.793 -0.112 -0.190
H 5.154 -0.717 -3.843 0.135
H -0.370 0.546 5.313 0.029
C -5.084 0.423 3.738 -0.454
H 2.625 -1.423 2.049 0.118
C -4.244 3.087 3.879 -0.487
C -0.584 -0.673 -0.631 -0.264
N 5.560 -1.737 0.284 0.181
```

The total charge is +1. The orbital gap comes out at 6.29 eV.

---

It is a that is the most stable of them.

---

a:
Formula: C6H9N5
Source: OMol25
Level of theory: ωB97M-V/def2-TZVPD

XYZ file:
```
20
Properties=species:S:1:pos:R:3:nbo_charge:R:1
N -1.217 0.421 -0.392 -0.390
H -3.092 1.254 -0.396 0.205
N 2.202 -1.210 -0.520 -0.439
C -0.645 1.587 0.099 0.307
N 2.737 0.832 0.240 -0.514
H -1.263 -2.724 0.860 0.390
H -0.750 -1.530 -1.022 0.191
H 3.267 1.559 0.435 0.399
H 4.197 -0.559 -0.499 0.194
H -3.008 -0.133 -1.505 0.202
C -2.675 0.315 -0.532 -0.413
H -0.248 -1.208 1.761 0.387
C 3.182 -0.341 -0.328 0.171
H -1.432 2.248 0.384 0.168
H -2.848 -0.422 0.253 0.231
C -0.408 -0.892 -0.161 0.100
C 1.341 0.816 0.213 0.256
N 0.635 1.936 0.320 -0.524
N -0.989 -1.486 1.034 -0.873
C 1.014 -0.461 -0.245 -0.046
```

The orbital gap comes out at 8.37 eV.

---

b:
Formula: C6H9N5
Source: OMol25
Level of theory: ωB97M-V/def2-TZVPD

XYZ file:
```
20
Properties=species:S:1:pos:R:3:nbo_charge:R:1
H -0.539 -1.010 -1.626 0.245
C 0.660 2.499 0.325 -0.035
N -0.420 0.051 0.930 -0.261
H 3.675 -0.189 -0.898 0.209
N 2.522 -1.696 0.070 -0.457
H 0.696 3.495 -0.017 0.163
H -1.911 -2.038 -0.801 0.220
C 1.374 -1.626 0.682 0.173
C 2.761 -0.421 -0.353 -0.079
H 0.248 2.305 1.239 0.168
N -1.466 -0.102 0.174 -0.024
C -2.648 0.284 0.493 -0.217
H 1.004 -2.406 1.265 0.195
H -2.266 -0.617 -1.779 0.218
H -3.384 -0.199 -0.056 0.184
H -2.821 1.003 1.215 0.204
N 0.805 -0.402 0.583 -0.226
N 1.466 1.754 -0.309 -0.414
C -1.529 -1.120 -1.068 -0.451
C 1.773 0.434 -0.069 0.186
```

The orbital gap comes out at 8.56 eV.

---

It is a that is the most stable of them.

---

a:
Formula: C7H8N2O3
Source: OMol25
Level of theory: ωB97M-V/def2-TZVPD

XYZ file:
```
20
Properties=species:S:1:pos:R:3:nbo_charge:R:1
O 1.249 -1.584 -2.267 -0.369
N 1.461 -2.076 -1.182 0.551
H 0.579 -2.031 0.862 0.258
C -0.008 -0.050 -0.347 -0.244
H -2.106 0.204 -0.526 0.239
C -1.058 1.906 0.687 -0.390
C 0.368 -1.881 -0.138 -0.197
C -1.279 0.408 0.201 -0.473
H -1.728 -0.086 1.127 0.229
C -0.880 -2.422 -0.488 0.229
H -0.033 0.105 -1.471 0.279
H 0.900 2.152 1.848 0.241
O 2.460 -2.665 -0.886 -0.323
C 1.066 0.780 0.312 0.567
H -1.267 2.620 -0.142 0.216
H 0.780 2.959 0.496 0.251
C 0.489 2.033 0.921 -0.534
O 2.213 0.463 0.117 -0.509
H -1.419 2.190 1.706 0.232
N -1.789 -3.025 -0.830 -0.254
```

The orbital gap comes out at 9.81 eV. As for the SMILES: N#C[C@H]([C@H]1CCCC1=O)[N+](=O)[O-].

---

b:
Formula: C7H8N2O3
Source: OMol25
Level of theory: ωB97M-V/def2-TZVPD

XYZ file:
```
20
Properties=species:S:1:pos:R:3:nbo_charge:R:1
O -1.028 -0.515 -1.221 -0.502
C 1.638 -1.770 1.107 0.040
H -2.723 0.509 -0.606 0.200
H 2.191 -2.686 1.407 0.210
N 2.224 -0.676 1.651 -0.401
O -0.772 1.851 -0.542 -0.388
C -2.208 -0.462 -0.476 -0.066
C 0.826 0.526 0.128 -0.070
C 0.567 -1.826 0.220 -0.302
C 0.095 -0.594 -0.378 0.388
O 1.165 2.815 -0.101 -0.352
H 0.264 -2.886 -0.250 0.254
H 2.104 1.410 1.637 0.233
H -2.837 -2.604 -0.807 0.205
H -3.784 -1.521 -1.794 0.216
C 1.914 0.459 1.048 0.062
N 0.444 1.846 -0.257 0.512
H -1.952 -0.337 0.688 0.181
H -4.109 -1.696 -0.175 0.220
C -3.290 -1.599 -0.804 -0.640
```

The orbital gap comes out at 9.42 eV. As for the SMILES: CCOc1ccncc1[N+](=O)[O-].

---

It is b that is the most stable of them.